No. 1
The following is a quantum chemistry calculation of a structure of composition C32H44BrCeN3P2 in a non-equilibrium geometry, from the Open Molecules 2025 dataset.

Last column: Löwdin charge in e.
Positions of all 83 atoms, in Å:
C 5.5151 0.6869 -1.3142  0.008
C 4.5132 0.1385 -2.1095  -0.222
C 4.7828 -0.9528 -2.9299  0.001
C 6.0462 -1.5584 -2.8084  -0.074
N 6.9994 -1.0477 -2.0346  0.112
C 6.7514 0.0203 -1.2816  -0.071
C 3.1011 0.5246 -1.8744  -0.126
C 2.2861 0.3347 -0.8614  -0.194
C 1.7497 -0.2933 0.2755  -0.148
C 1.5849 0.4004 1.4974  0.030
C 0.5995 -0.0213 2.3444  -0.046
C -0.4067 -0.9424 1.8404  -0.473
C 0.1071 -1.9109 0.9038  -0.065
C 1.2085 -1.5977 0.1578  0.036
Ce 1.0751 1.2779 -2.4319  1.383
P -1.5418 -1.7693 3.1226  1.029
H 4.0147 -1.3581 -3.5922  0.112
H 5.3312 1.5702 -0.7059  0.125
H 6.2733 -2.4608 -3.3784  0.133
H 7.5585 0.3839 -0.6404  0.135
H 1.6247 -2.2711 -0.5947  0.161
H 2.2008 1.2890 1.6832  0.165
H -0.4626 -2.8190 0.6965  0.129
H 0.5263 0.3838 3.3494  0.136
C -3.2758 -1.1878 3.0349  -0.390
C -4.4449 -2.1119 3.3468  -0.100
H -3.3907 -0.8619 1.9812  -0.037
H -3.3157 -0.2751 3.6459  0.108
H -5.3714 -1.5265 3.2597  0.106
H -4.5114 -2.9287 2.6159  0.089
H -4.4238 -2.5341 4.3594  0.084
C -1.6070 -3.5766 2.9014  -0.315
C -0.3084 -4.2921 3.2584  -0.096
H -1.8846 -3.7525 1.8506  0.100
H -2.4460 -3.9573 3.5062  0.113
H -0.3691 -5.3468 2.9641  0.107
H 0.5331 -3.8442 2.7224  0.069
H -0.0953 -4.2569 4.3339  0.089
C -0.9656 -1.4180 4.7937  -0.326
C -1.7310 -2.1568 5.9002  -0.081
H -1.0724 -0.3312 4.9245  0.106
H 0.1089 -1.6502 4.8502  0.110
H -1.3082 -1.8830 6.8745  0.108
H -2.7925 -1.8808 5.9285  0.084
H -1.6587 -3.2489 5.8085  0.086
Br -2.0097 0.4629 0.8216  0.793
P -1.2140 -0.2335 -3.7973  1.060
C -1.9262 -1.2328 -2.4027  -0.421
C -3.3785 -1.6079 -2.6832  -0.118
H -1.8417 -0.6617 -1.4620  -0.029
H -1.3262 -2.1442 -2.2776  0.081
H -3.7796 -2.2223 -1.8670  0.089
H -4.0225 -0.7273 -2.7904  0.065
H -3.4530 -2.1961 -3.6067  0.096
C -1.6246 1.5031 -3.1407  -0.464
C -3.0385 1.9312 -3.6348  -0.076
H -0.9235 2.2606 -3.5613  0.055
H -1.6066 1.5254 -2.0352  0.038
H -3.2528 2.9599 -3.3144  0.104
H -3.0827 1.9085 -4.7329  0.104
H -3.8357 1.2930 -3.2391  0.075
C 0.5127 -0.9736 -3.7191  -0.494
C 0.6096 -2.3450 -4.4571  -0.059
H 0.8206 -1.1328 -2.6594  0.045
H 1.2272 -0.2950 -4.2419  0.070
H 1.6685 -2.5863 -4.6088  0.095
H 0.1643 -3.1600 -3.8764  0.094
H 0.1277 -2.3082 -5.4407  0.104
N 1.7148 5.3912 -1.5328  0.190
C 1.6950 4.1446 -2.0373  -0.125
N 1.0346 3.3115 -1.1964  -0.061
C 0.6761 4.0658 -0.0661  -0.202
C -0.2216 3.7335 0.9450  -0.026
C -0.6937 4.7735 1.7443  -0.029
C -0.2935 6.1000 1.5151  -0.006
C 0.6005 6.4301 0.4838  0.047
C 1.0863 5.3794 -0.2786  -0.155
H 2.1047 6.2123 -1.9919  0.201
H 2.1326 3.8586 -3.0000  0.152
H -0.5538 2.6985 1.0269  0.019
H -1.4032 4.5549 2.5419  0.125
H -0.7010 6.8881 2.1422  0.134
H 0.8997 7.4542 0.2569  0.142

As for the molar mass: 752.7 g/mol. Its maximum force is 3.26 eV Å⁻¹. Its HOMO energy (spin up / spin down) is -18.440 / -18.439 eV. As for the charge: +4. As for the total energy: -5140.20858 hartree.

=====

No. 2
The following is a quantum chemistry calculation of a structure of composition C33H47N9O2P2S2SeW, from the Open Molecules 2025 dataset.

Last column: Löwdin charge in e.
Positions of all 97 atoms, in Å:
W -0.4104 -0.4107 0.1973  1.045
O 1.4558 -2.1980 2.7785  -0.287
S 1.9053 -1.4711 1.6165  0.634
O 1.3846 -1.9895 0.3277  -0.506
N 1.2534 0.0200 1.4695  -0.262
C 1.0069 0.7886 2.6212  -0.270
C 1.8043 0.9003 3.7274  0.023
C 1.4264 1.7550 4.7880  -0.026
C 0.2905 2.5063 4.7185  -0.010
C -0.5480 2.4124 3.5814  -0.139
C -1.7159 3.1875 3.4108  0.042
C -2.4443 3.0501 2.2670  -0.011
C -2.0501 2.0977 1.3167  -0.190
N -1.0030 1.3111 1.4422  -0.044
C -0.2031 1.5126 2.5573  -0.161
C 3.6410 -1.3704 1.8064  -0.292
C 4.3660 -0.2824 1.3270  -0.085
C 5.7139 -0.1996 1.6334  -0.053
C 6.3202 -1.1792 2.4087  -0.043
C 5.5804 -2.2466 2.9015  -0.046
C 4.2309 -2.3463 2.6141  -0.044
H 2.7287 0.3410 3.7896  0.122
H 2.0639 1.8219 5.6594  0.123
H 0.0208 3.1850 5.5175  0.127
H -2.0089 3.8947 4.1778  0.139
H -3.3249 3.6487 2.0786  0.128
H -2.6258 1.9904 0.4115  0.065
H 3.8751 0.4753 0.7333  0.036
H 6.2926 0.6447 1.2822  0.108
H 7.3741 -1.1045 2.6422  0.118
H 6.0496 -2.9922 3.5286  0.118
H 3.6354 -3.1520 3.0167  0.116
C -0.7126 3.1637 -1.3038  -0.230
P -0.6762 1.3757 -1.6980  0.718
C 0.2350 1.4263 -3.2746  -0.300
C -2.3445 1.0322 -2.4394  -0.399
C -3.4681 0.5102 -1.5310  -0.360
P -2.9362 -0.5986 -0.1594  0.786
C -4.1177 -0.1966 1.1778  -0.217
C -3.5875 -2.2688 -0.4718  -0.237
H -0.6165 3.7246 -2.2322  0.059
H 0.1289 3.4140 -0.6563  0.057
H -1.6311 3.4725 -0.8105  0.035
H -0.3870 1.9604 -3.9965  0.065
H 0.4322 0.4159 -3.6205  0.003
H 1.1768 1.9499 -3.1392  0.023
H -2.1336 0.3074 -3.2223  0.046
H -2.6685 1.9518 -2.9318  0.100
H -4.2127 -0.0229 -2.1237  0.089
H -3.9936 1.3476 -1.0660  0.084
H -5.1147 -0.4432 0.8110  0.071
H -4.1068 0.8422 1.4920  0.032
H -3.9103 -0.8189 2.0489  0.048
H -4.5266 -2.1845 -1.0200  0.072
H -3.8013 -2.7280 0.4947  0.053
H -2.9057 -2.9044 -1.0133  0.007
Se -0.4004 -1.7268 -1.9268  0.775
C -1.5980 -2.8810 -2.8714  -0.591
C -1.1573 -4.1941 -2.9940  -0.128
C -1.8821 -5.0888 -3.7735  -0.061
C -3.0323 -4.6748 -4.4278  -0.062
C -3.4615 -3.3588 -4.3084  -0.059
C -2.7454 -2.4586 -3.5331  -0.135
H -0.2591 -4.5121 -2.4802  0.101
H -1.5428 -6.1123 -3.8675  0.114
H -3.5909 -5.3730 -5.0366  0.114
H -4.3533 -3.0299 -4.8270  0.114
H -3.0885 -1.4375 -3.4510  0.076
N -1.6400 -4.9166 2.4404  0.176
N -1.4033 -3.5682 2.4858  -0.242
N -1.5715 -2.8745 3.5959  0.186
C -1.3466 -1.6439 3.1646  -0.158
N -1.0718 -1.6315 1.8596  -0.177
N -1.1264 -2.8934 1.4332  0.101
H -1.5127 -5.3086 3.3640  0.121
H -1.0734 -5.3394 1.7170  0.120
H -1.3736 -0.7721 3.7968  0.136
C 5.0067 2.2399 -1.8053  -0.067
N 4.8636 1.0703 -2.6583  -0.200
C 6.1036 0.6404 -3.3005  -0.039
C 3.7349 0.3308 -2.6992  -0.698
S 2.6054 0.3527 -1.4290  0.706
N 3.5575 -0.4296 -3.8043  -0.206
C 3.9971 -0.0127 -5.1304  -0.043
C 2.7766 -1.6555 -3.7787  -0.079
H 5.4427 3.0532 -2.3879  0.098
H 5.6714 2.0263 -0.9638  0.084
H 4.0375 2.5420 -1.4249  0.050
H 6.9104 0.7247 -2.5713  0.097
H 6.3604 1.2576 -4.1630  0.097
H 6.0273 -0.3982 -3.6087  0.093
H 4.3411 1.0169 -5.1090  0.090
H 3.1435 -0.0768 -5.8078  0.098
H 4.7906 -0.6514 -5.5232  0.098
H 2.5793 -1.9462 -2.7523  0.041
H 3.3424 -2.4435 -4.2801  0.100
H 1.8230 -1.5311 -4.2990  0.078

Its expectation value of S² is 2.02. As for the molar mass: 990.7 g/mol. Its maximum force is 0.98 eV Å⁻¹. Its spin multiplicity is 3. Its HOMO energy (spin up / spin down) is -12.108 / -12.222 eV. As for the charge: +2. As for the total energy: -5876.06833 hartree. Its energy above the lowest of the compared OMol25 structures with the same formula, charge and spin is 1.505 eV.

=====

No. 3
The following is a quantum chemistry calculation of a structure of composition C4H10N2 in a non-equilibrium geometry, from the Open Molecules 2025 dataset.

Last column: Löwdin charge in e.
Positions of all 16 atoms, in Å:
C -0.5219 0.9993 -1.4541  -0.149
C -0.0901 0.2837 -0.2386  -0.345
C -0.1023 -1.3366 1.6539  -0.072
C -0.7436 -0.8559 0.3449  -0.257
N 0.5697 0.0956 -1.4939  -0.148
N 1.8435 0.7232 -1.7767  0.020
H -1.2264 0.6583 -2.0887  0.067
H -0.2130 2.0849 -1.5929  0.123
H 0.4847 1.2808 0.5747  0.231
H -0.0583 -2.3875 1.5998  0.059
H -0.7497 -0.9822 2.3455  0.032
H 0.8714 -0.7949 1.6074  0.083
H -1.7871 -0.6708 0.5735  0.106
H -0.8437 -1.6841 -0.3844  0.130
H 2.3480 0.9287 -0.9467  0.039
H 1.6934 1.6446 -2.2587  0.080

As for the molar mass: 86.1 g/mol. Its maximum force is 5.59 eV Å⁻¹. Its HOMO energy is -8.506 eV. As for the total energy: -267.76098 hartree. Its energy above the lowest of the compared OMol25 structures with the same formula, charge and spin is 4.472 eV.